Entry from the OMol25 dataset: C31H39F4N5OPbS2Si as an isolated structure at a distorted geometry (ωB97M-V/def2-TZVPD).

Structure (XYZ):
```
84
Properties=species:S:1:pos:R:3:forces:R:3:mulliken_charge:R:1
Pb -1.370 0.957 -1.512 -0.2 -0.4 0.2 1.08
C -4.388 0.201 -3.173 0.3 0.8 0.8 -1.07
N -2.965 0.052 -3.500 -0.2 0.0 -0.9 0.47
C -2.648 0.761 -4.747 0.4 -1.1 -0.3 -1.05
C -2.630 -1.368 -3.638 1.9 0.7 1.6 -1.21
C -2.523 -2.083 -2.242 -0.2 0.5 -0.3 -0.96
N -2.500 -1.096 -1.165 0.6 0.4 -1.3 0.32
C -2.631 -1.462 0.093 0.2 -2.9 1.7 0.23
C -2.409 -2.796 0.657 -0.4 1.5 -1.1 1.28
F -1.872 -3.707 -0.190 -0.1 -0.3 0.5 -0.47
C -2.726 -3.126 1.959 0.2 -0.5 0.4 -0.47
F -2.538 -4.443 2.324 -0.3 1.2 -0.1 -0.41
C -3.084 -2.148 2.896 -0.4 0.8 -0.8 -0.13
C -3.195 -0.846 2.364 0.4 -0.7 1.7 -0.17
F -3.389 0.184 3.228 -0.4 -0.3 -0.2 -0.34
C -3.001 -0.540 1.063 -0.3 -0.5 -0.6 0.18
F -3.275 0.667 0.592 -0.1 1.6 0.1 -0.60
H -5.014 -0.176 -3.946 -0.5 -0.7 -1.0 0.36
H -4.718 1.274 -3.085 0.7 -0.9 0.4 0.28
H -4.549 -0.400 -2.272 -0.3 0.6 0.0 0.24
H -3.246 0.438 -5.633 0.1 0.0 0.6 0.28
H -1.581 0.529 -5.015 -0.8 0.8 0.4 0.30
H -2.899 1.786 -4.543 0.4 0.7 -0.3 0.34
H -1.601 -1.394 -4.051 -0.6 0.1 0.0 0.46
H -3.261 -1.828 -4.347 -1.0 -0.9 -0.7 0.42
H -1.651 -2.713 -2.304 0.7 -0.1 0.1 0.33
H -3.291 -2.816 -2.048 -0.8 0.0 -0.1 0.56
H -3.346 -2.260 3.946 0.3 -0.5 -0.3 0.50
C 5.882 -0.524 -3.097 -0.4 -0.4 1.5 -1.27
Si 3.994 -0.875 -3.057 1.0 0.8 -2.4 0.23
C 3.429 -1.202 -4.846 1.4 -0.2 0.9 -0.97
C 3.681 -2.429 -2.139 -1.2 -0.4 0.2 -0.90
C 3.177 0.707 -2.425 -1.9 -0.1 1.3 0.06
C 3.950 1.788 -2.056 -1.5 0.8 0.8 -0.12
C 3.433 2.962 -1.431 1.1 -1.4 -0.6 -1.17
C 2.132 2.888 -1.055 -0.2 1.0 0.0 -0.12
N 1.303 1.923 -1.396 -0.6 -2.7 -1.0 -0.01
C 1.746 0.813 -2.073 2.2 1.8 0.1 0.30
S 0.668 -0.468 -2.524 -0.5 0.1 0.1 -0.34
H 6.564 -1.274 -3.510 -0.4 0.0 -0.2 0.33
H 6.097 -0.523 -2.021 0.2 -0.3 0.3 0.36
H 6.245 0.456 -3.342 -0.1 0.5 -0.8 0.39
H 2.415 -1.507 -4.720 -0.9 -0.2 -0.5 0.26
H 4.052 -2.057 -5.210 -0.6 0.7 0.0 0.28
H 3.530 -0.306 -5.466 -0.1 -0.3 -0.1 0.31
H 4.471 -3.146 -2.180 0.7 -0.4 -0.2 0.42
H 2.762 -2.935 -2.493 0.4 0.3 0.1 0.25
H 3.529 -2.202 -1.104 -0.2 0.1 0.9 0.23
H 4.981 1.660 -2.091 1.8 0.2 -0.5 0.45
H 4.068 3.805 -1.181 -0.1 -0.2 0.1 0.41
H 1.720 3.677 -0.439 -0.2 0.2 0.0 0.26
S 1.611 4.620 2.743 -0.4 -0.2 -0.8 -0.16
C 1.560 4.578 4.457 -0.9 -1.1 0.0 -0.08
N 0.412 4.199 4.924 0.9 1.4 2.2 -0.66
C -0.557 4.125 3.982 -1.5 -1.9 0.1 -0.37
C -1.908 3.734 4.143 -0.5 0.9 -0.3 -0.59
C -2.711 3.533 3.041 -0.9 -0.4 0.5 -0.56
C -2.235 3.603 1.746 2.0 0.2 -1.0 -0.18
C -0.878 3.899 1.525 -0.7 -0.2 2.2 -0.42
C -0.099 4.142 2.705 1.2 0.8 -3.4 1.14
H 2.463 4.676 5.058 -0.3 0.1 -0.1 0.41
H -2.438 3.780 5.066 0.3 -0.3 0.9 0.44
H -3.773 3.250 3.151 0.7 0.3 0.3 0.33
H -2.886 3.382 0.914 0.0 0.0 -0.1 0.42
H -0.411 3.843 0.568 0.1 0.2 -0.5 0.23
O -0.294 0.419 0.740 -0.4 -0.1 -0.7 0.02
C 0.255 -0.424 1.468 -0.7 1.9 0.0 -0.65
C 0.576 0.023 2.844 0.4 -0.7 1.3 -0.58
C -0.111 -0.617 4.067 1.1 0.2 0.1 -0.35
C 0.459 -1.984 4.367 1.1 0.3 -1.6 -1.13
C 0.416 -2.947 3.168 0.3 -0.6 0.4 0.23
C 1.214 -2.597 1.948 1.9 -0.4 -1.9 -1.18
N 0.666 -1.596 1.065 -0.3 -1.1 -1.9 0.34
H 0.450 1.075 2.883 -0.4 1.0 -0.2 -0.21
H 1.650 -0.131 2.954 0.3 -0.1 0.2 0.58
H -1.182 -0.584 4.011 -0.4 0.0 -0.1 0.17
H 0.213 -0.049 4.940 -0.4 0.5 -0.1 0.37
H -0.026 -2.419 5.183 -1.0 -0.8 1.3 0.43
H 1.490 -1.795 4.730 -0.2 -0.4 -0.5 0.41
H -0.638 -3.150 2.864 1.0 -0.1 0.4 -0.36
H 0.963 -3.864 3.427 -0.8 -0.2 0.5 0.38
H 1.338 -3.497 1.257 -0.3 0.9 1.2 0.49
H 2.281 -2.285 2.158 -0.9 -0.4 0.3 0.35
H 0.604 -1.820 0.045 -0.2 0.5 1.3 0.31
```
Positions in Å, forces in eV/Å.

Properties
- LUMO: 0.37 eV
- Maximum force: 0.071 hartree/bohr
- ΔE to the lowest compared entry with this formula, charge and spin: 13.0 kcal/mol

***

Entry from the OMol25 dataset: C31H39GaN3O7P2S2Te as an isolated structure at a distorted geometry (ωB97M-V/def2-TZVPD).

Structure (XYZ):
```
86
Properties=species:S:1:pos:R:3:forces:R:3:mulliken_charge:R:1
Ga -0.526 -0.573 -0.067 -0.2 0.3 0.2 -1.43
C 0.448 -0.011 4.267 -0.5 0.1 0.5 -0.62
O 1.602 -0.215 3.470 0.6 -0.1 -0.7 -0.52
C 1.181 -0.416 2.207 -0.9 0.2 0.2 0.61
N -0.126 -0.347 2.008 0.9 -0.4 -0.1 0.89
C -0.745 0.017 3.273 -0.2 0.3 0.2 0.49
C -1.864 -0.882 3.743 0.0 0.0 -0.1 -0.27
C -2.469 -0.610 4.967 0.0 0.0 -0.1 -0.34
C -3.456 -1.445 5.459 0.0 0.1 0.1 -0.75
C -3.858 -2.551 4.728 -0.1 -0.1 0.0 -0.50
C -3.278 -2.810 3.500 -0.1 0.0 0.1 -1.05
C -2.282 -1.981 3.011 0.1 0.1 -0.1 0.03
C 2.062 -0.605 1.130 0.1 0.0 -0.2 -0.63
C 3.457 -0.569 1.146 0.0 0.0 -0.2 -0.12
C 4.143 -0.624 -0.049 0.1 0.0 0.5 -1.19
C 3.442 -0.720 -1.266 -0.8 0.0 -0.3 -0.71
C 2.069 -0.775 -1.226 1.2 0.2 0.6 0.77
N 1.389 -0.741 -0.061 0.5 0.0 -0.1 0.80
C 1.176 -0.684 -2.355 -1.6 1.4 -0.6 -0.86
N -0.094 -0.424 -2.168 1.4 -0.5 0.1 0.53
C -0.674 -0.058 -3.454 -0.2 0.1 -0.2 -0.16
C 0.547 -0.136 -4.411 -0.5 0.2 -0.5 -0.61
O 1.649 -0.494 -3.589 0.5 -0.3 0.7 -0.40
C -1.813 -0.931 -3.933 0.0 0.0 0.1 0.06
C -2.310 -0.740 -5.219 0.0 0.0 0.2 -0.55
C -3.346 -1.523 -5.693 0.0 0.0 -0.1 -0.74
C -3.905 -2.496 -4.881 0.0 -0.1 0.0 -0.59
C -3.431 -2.674 -3.594 -0.1 0.0 0.0 -1.32
C -2.384 -1.900 -3.123 0.0 0.1 0.1 0.40
H 0.563 0.928 4.815 0.0 -0.1 -0.1 0.36
H 0.364 -0.838 4.984 0.0 0.1 -0.2 0.32
H -1.136 1.040 3.188 0.1 -0.2 0.0 -0.18
H -2.165 0.255 5.540 0.1 0.1 0.1 0.42
H -3.912 -1.231 6.415 0.0 0.0 0.1 0.41
H -4.613 -3.215 5.124 -0.1 0.0 0.0 0.40
H -3.600 -3.663 2.923 0.0 -0.1 -0.1 0.50
H -1.820 -2.192 2.060 0.0 -0.1 -0.1 0.74
H 3.960 -0.474 2.097 0.1 0.1 0.0 0.64
H 5.216 -0.548 -0.063 0.2 -0.1 0.0 0.46
H 3.951 -0.731 -2.216 0.0 0.0 -0.1 0.68
H -1.053 0.973 -3.382 0.1 -0.1 0.0 0.44
H 0.778 0.820 -4.889 0.0 -0.1 0.0 0.30
H 0.419 -0.911 -5.175 0.0 0.1 0.1 0.42
H -1.893 0.033 -5.851 0.1 0.1 -0.1 0.45
H -3.724 -1.362 -6.693 0.0 0.0 -0.1 0.40
H -4.708 -3.117 -5.252 -0.1 0.0 0.0 0.41
H -3.894 -3.408 -2.952 0.0 -0.1 0.1 0.46
H -2.017 -2.030 -2.114 0.0 -0.1 0.0 0.73
C -3.665 5.158 -1.005 0.3 -0.3 0.0 -1.40
C -2.414 4.363 -0.669 0.0 0.5 0.0 -0.13
O -2.699 2.962 -0.779 -0.2 -0.2 0.1 -0.26
P -1.832 1.956 0.120 -0.2 0.6 0.0 1.81
S -2.722 0.166 -0.236 0.5 0.4 0.1 -0.78
S 0.101 2.163 -0.143 -0.6 -0.1 0.0 -0.83
O -2.145 2.396 1.634 0.2 0.1 -0.2 -0.41
C -3.483 2.344 2.143 -0.4 0.0 0.1 -0.12
C -3.740 3.594 2.966 0.1 -0.3 -0.2 -1.51
H -3.452 6.219 -0.888 0.0 0.1 0.0 0.41
H -4.486 4.883 -0.344 0.0 0.0 0.0 0.31
H -3.970 4.972 -2.033 0.0 0.0 0.0 0.34
H -2.078 4.576 0.354 0.0 0.1 -0.2 0.27
H -1.597 4.606 -1.358 -0.1 -0.1 0.1 0.36
H -3.578 1.447 2.764 0.0 0.0 -0.1 0.26
H -4.189 2.264 1.308 0.0 0.0 0.2 0.53
H -3.036 3.650 3.795 0.0 0.0 0.0 0.32
H -4.751 3.558 3.362 -0.1 0.1 0.1 0.43
H -3.627 4.482 2.347 0.0 0.1 0.0 0.31
C 2.072 -5.442 1.679 -0.1 0.3 -0.1 -1.18
C 2.287 -4.112 0.978 0.8 -0.4 0.0 -0.31
O 1.099 -3.339 0.950 -0.4 0.0 -0.3 0.18
P 0.061 -3.532 -0.257 0.0 -0.6 0.7 0.27
O -0.946 -2.414 -0.004 -0.4 -0.1 -0.3 0.46
Te 1.057 -3.668 -2.374 -0.2 -1.0 -0.1 -0.19
O -0.700 -4.857 0.244 0.3 0.6 0.0 -0.32
C -1.108 -5.930 -0.577 -0.2 -0.6 -0.5 -0.34
C -2.440 -5.648 -1.247 0.3 0.1 0.2 -1.05
H 2.999 -6.008 1.685 0.2 -0.1 0.0 0.43
H 1.315 -6.017 1.153 0.0 -0.1 0.0 0.16
H 1.741 -5.280 2.701 0.0 0.0 0.1 0.28
H 2.637 -4.279 -0.055 0.0 0.1 0.3 0.32
H 3.033 -3.506 1.505 -0.1 -0.1 -0.1 0.30
H -1.189 -6.791 0.094 0.1 0.1 -0.1 0.33
H -0.332 -6.129 -1.330 -0.1 0.0 0.2 0.37
H -3.136 -5.260 -0.506 -0.1 0.0 0.0 0.26
H -2.843 -6.561 -1.678 -0.1 -0.1 -0.1 0.50
H -2.310 -4.907 -2.033 0.0 0.1 -0.1 0.06
```
Positions in Å, forces in eV/Å.

Properties
- LUMO (spin up / spin down): -0.01 / -0.01 eV
- Maximum force: 0.044 hartree/bohr
- Multiplicity: 2

***

Entry from the OMol25 dataset: C31H39MgN3OPSbSe4 as an isolated structure at a distorted geometry (ωB97M-V/def2-TZVPD).

Structure (XYZ):
```
81
Properties=species:S:1:pos:R:3:forces:R:3:mulliken_charge:R:1
Mg 10.056 8.744 13.120 0.2 0.8 -0.5 1.54
C 6.068 5.389 8.388 -1.0 -1.5 -1.2 -1.45
C 5.404 6.771 8.608 0.2 -1.0 0.3 0.87
C 6.248 7.779 7.845 0.3 -0.6 -1.1 -1.50
C 5.380 7.104 10.099 -0.8 0.8 0.7 0.23
C 5.324 6.086 11.074 0.2 1.2 0.1 -0.45
C 5.414 6.404 12.435 1.1 1.4 0.1 -0.95
C 5.478 7.790 12.839 -0.5 -1.5 0.1 0.93
C 5.634 8.095 14.305 -0.5 1.0 -0.6 -1.48
C 5.331 8.787 11.884 0.6 0.4 -0.8 -0.48
C 5.340 8.468 10.527 0.5 -1.7 -1.0 -0.45
H 6.263 5.155 7.286 -0.6 0.4 1.4 0.38
H 5.515 4.496 8.814 0.4 1.1 -0.6 0.35
H 7.039 5.342 8.837 0.8 0.2 0.5 0.31
H 4.356 6.742 8.247 0.6 0.0 0.0 0.27
H 7.139 7.969 8.436 0.1 0.5 0.1 0.33
H 5.708 8.686 7.576 0.3 0.1 0.1 0.32
H 6.645 7.303 6.910 -0.6 0.6 0.6 0.44
H 5.240 5.072 10.747 0.1 -0.5 0.1 0.31
H 5.645 5.619 13.187 -0.7 0.5 -0.5 0.32
H 4.700 8.233 14.822 -0.7 -0.5 0.1 0.39
H 6.096 9.056 14.502 0.6 0.1 -0.3 0.17
H 6.189 7.316 14.753 0.6 -0.8 0.8 0.35
H 5.358 9.853 12.131 -0.1 -0.4 0.3 0.57
H 5.453 9.194 9.703 -0.4 0.0 1.0 0.28
O 9.041 6.852 12.853 -0.9 -0.5 -1.6 -0.51
N 9.876 7.308 11.726 -0.2 -1.8 0.6 0.52
C 10.119 6.458 10.796 -0.7 -0.8 0.9 -0.70
C 11.125 6.793 9.815 1.4 -1.1 -1.3 0.54
C 11.689 5.735 9.009 -0.8 0.4 0.8 -0.79
C 12.759 5.990 8.161 0.1 0.1 0.3 -0.73
C 13.307 7.273 8.102 -0.6 0.0 -0.4 -0.82
C 12.714 8.301 8.817 0.7 1.4 -0.4 0.30
C 11.681 8.082 9.711 -0.5 -0.2 0.0 0.27
P 10.998 9.516 10.621 0.4 -0.3 0.5 0.90
C 12.473 10.487 10.932 1.6 0.6 0.3 0.31
C 12.390 11.878 10.919 0.2 -0.2 -0.2 -0.20
C 13.469 12.641 11.392 -0.4 0.8 -0.9 -0.67
C 14.541 12.041 12.031 -0.8 0.5 0.2 -0.54
C 14.608 10.649 12.075 0.4 0.4 0.0 -0.77
C 13.680 9.869 11.441 -2.6 0.7 -0.4 -0.59
C 10.040 10.348 9.367 -0.7 0.4 -0.2 0.93
C 10.016 9.998 8.001 -0.1 2.0 0.6 -0.52
C 9.581 10.968 7.100 0.3 0.4 -0.4 -0.64
C 9.044 12.185 7.541 0.7 0.3 -1.2 -0.62
C 8.972 12.452 8.887 -0.7 0.6 0.8 -0.66
C 9.432 11.539 9.825 0.2 -0.6 -0.8 -1.15
H 8.170 6.652 12.407 0.4 0.3 1.0 0.21
H 9.598 5.449 10.820 0.7 1.2 -0.2 0.33
H 11.297 4.700 9.096 0.2 0.9 -0.1 0.40
H 13.154 5.187 7.553 0.1 0.0 0.1 0.44
H 14.105 7.564 7.426 0.0 -0.5 0.0 0.44
H 13.087 9.350 8.609 -0.5 -1.3 0.6 0.40
H 11.483 12.355 10.512 0.8 -0.1 0.2 0.40
H 13.453 13.726 11.142 0.0 -0.8 0.8 0.37
H 15.223 12.686 12.583 0.3 -0.4 -0.4 0.41
H 15.437 10.218 12.585 0.5 -0.5 0.2 0.50
H 13.699 8.797 11.379 0.5 -0.3 0.2 0.53
H 10.474 9.130 7.608 0.4 -0.8 -0.1 0.54
H 9.861 10.883 6.040 -0.7 -0.3 0.4 0.39
H 8.847 12.994 6.801 -0.1 -0.9 0.7 0.36
H 8.584 13.414 9.241 0.1 -0.4 -0.2 0.44
H 9.367 11.764 10.886 0.1 -0.1 -0.2 0.58
Se 8.132 11.132 17.091 -0.6 0.1 0.4 -0.28
Sb 8.828 12.139 14.907 1.8 0.0 -1.2 0.75
Se 11.213 12.853 14.930 -1.2 -0.7 0.2 -0.47
Se 7.540 14.206 14.571 -0.1 0.0 0.0 -0.16
Se 8.240 10.423 13.158 -0.3 0.7 0.9 -0.66
N 10.417 9.295 18.454 -0.2 -0.1 -0.4 -0.10
C 11.357 9.312 17.250 1.2 0.7 1.1 -0.74
C 10.725 8.587 16.100 -1.6 0.6 -0.1 -0.29
N 11.419 8.724 14.811 -0.4 0.0 0.1 -0.70
H 10.878 9.475 19.362 0.0 0.1 -0.6 0.41
H 10.010 8.338 18.525 -0.1 1.0 0.1 0.38
H 9.666 10.067 18.252 0.6 -1.3 0.2 -0.01
H 12.322 8.886 17.570 -0.4 0.1 -0.1 0.36
H 11.512 10.381 17.006 -0.1 -0.4 0.0 0.26
H 9.704 9.005 16.056 0.2 0.0 -0.5 0.02
H 10.533 7.553 16.296 0.3 -0.9 0.2 0.47
H 12.099 7.975 14.735 0.4 0.2 -0.1 0.34
H 11.888 9.631 14.790 0.2 0.0 -0.3 0.20
```
Positions in Å, forces in eV/Å.

Properties
- Net charge: +2
- LUMO (spin up / spin down): -7.33 / -8.29 eV
- Maximum force: 0.053 hartree/bohr
- ΔE to the lowest compared entry with this formula, charge and spin: 35.4 kcal/mol

***

Entry from the OMol25 dataset: C31H40AuGeO2P2S2 as an isolated structure (ωB97M-V/def2-TZVPD).

Structure (XYZ):
```
79
Properties=species:S:1:pos:R:3:forces:R:3:mulliken_charge:R:1
Au -0.400 0.063 -1.403 -0.1 0.0 0.1 0.70
C -2.802 -2.176 -2.518 0.0 0.0 0.0 -1.44
P -1.003 -1.969 -2.486 0.1 0.0 0.0 1.10
C -0.496 -2.073 -4.227 0.0 0.0 0.0 -1.19
C -0.320 -3.417 -1.664 0.0 0.1 0.0 -0.54
C 1.128 -3.299 -1.419 0.0 0.0 0.0 -1.19
C 1.794 -4.251 -0.420 0.0 0.0 0.0 1.79
C 0.907 -5.329 0.068 0.0 0.0 0.0 -1.01
C -0.406 -5.357 -0.189 0.0 0.0 0.0 -0.86
C -1.048 -4.341 -1.020 0.0 0.0 0.0 -0.29
H -3.179 -2.155 -1.495 0.0 0.0 0.0 0.37
H -3.101 -3.102 -3.012 0.0 0.0 0.0 0.45
H -3.217 -1.318 -3.047 0.0 0.0 0.0 0.41
H -0.894 -2.972 -4.699 0.0 0.0 0.0 0.42
H 0.592 -2.079 -4.290 0.0 0.0 0.0 0.34
H -0.862 -1.186 -4.744 0.0 0.0 0.0 0.35
H 1.744 -2.914 -2.227 0.0 0.0 0.0 0.63
H 3.675 -3.917 -1.357 0.0 0.0 0.0 0.31
H 1.369 -6.134 0.629 0.0 0.0 0.0 0.42
H -1.015 -6.165 0.195 0.0 0.0 0.0 0.40
H -2.127 -4.361 -1.112 0.0 0.0 0.0 0.43
C -0.173 3.972 1.249 0.0 0.0 0.0 -0.90
C -1.520 4.389 0.696 0.0 0.0 0.0 0.41
C -2.633 4.331 1.724 0.0 0.0 0.0 -1.37
O -1.818 3.619 -0.510 -0.1 0.0 0.1 -0.59
P -2.474 2.187 -0.614 0.0 0.1 -0.1 1.10
S -2.193 1.557 -2.493 -0.1 0.0 0.0 -0.63
S -1.814 0.875 0.734 0.1 0.0 0.0 -0.49
O -4.016 2.533 -0.370 0.0 0.0 0.0 -0.33
C -4.996 1.464 -0.401 0.0 0.0 0.0 0.93
C -5.606 1.358 0.981 0.0 0.0 0.0 -1.36
C -5.996 1.796 -1.487 0.0 0.0 0.0 -1.48
H 0.151 4.691 2.004 0.0 0.0 0.0 0.51
H 0.576 3.941 0.457 0.0 0.0 0.0 0.26
H -0.231 2.987 1.712 0.0 0.0 0.0 -0.01
H -1.457 5.404 0.301 0.0 0.0 0.0 0.30
H -2.723 3.331 2.150 0.0 0.0 0.0 0.23
H -3.588 4.621 1.289 0.0 0.0 0.0 0.32
H -2.390 5.024 2.531 0.0 0.0 0.0 0.51
H -4.479 0.531 -0.646 0.0 0.0 0.0 -0.02
H -6.081 2.301 1.255 0.0 0.0 0.0 0.32
H -4.836 1.123 1.715 0.0 0.0 0.0 0.25
H -6.360 0.570 1.000 0.0 0.0 0.0 0.43
H -6.489 2.744 -1.269 0.0 0.0 0.0 0.31
H -6.756 1.015 -1.551 0.0 0.0 0.0 0.42
H -5.492 1.878 -2.450 0.0 0.0 0.0 0.32
C 3.054 0.040 -2.464 0.0 0.0 0.0 -1.56
Ge 2.006 -0.077 -0.803 0.0 0.0 0.1 1.07
C 2.541 -1.769 0.060 0.0 0.0 0.0 -0.38
C 1.505 -2.830 -0.040 0.0 0.0 0.0 0.17
C 3.264 -4.584 -0.592 0.0 0.0 0.0 -1.36
C 4.045 -4.383 0.680 0.0 0.1 0.0 -0.49
C 4.238 -3.180 1.226 0.0 0.0 0.0 -0.71
C 3.722 -1.922 0.664 0.0 0.0 0.0 -0.25
C 2.578 1.406 0.348 0.0 0.0 0.0 0.63
C 3.364 2.397 -0.185 0.0 0.0 0.0 -0.70
C 3.820 3.484 0.595 0.0 0.0 0.0 -0.85
C 3.478 3.570 1.911 0.0 0.0 0.0 -0.89
C 2.658 2.579 2.508 0.0 0.0 0.0 1.37
C 2.267 2.673 3.867 0.0 0.0 0.0 -0.80
C 1.451 1.733 4.425 0.0 0.0 0.0 -0.59
C 0.991 0.647 3.649 0.0 0.0 0.0 -1.06
C 1.362 0.530 2.340 0.0 0.0 0.0 -0.50
C 2.202 1.491 1.725 0.0 0.0 0.0 -0.27
H 4.122 0.023 -2.239 0.0 0.0 0.0 0.45
H 2.814 0.947 -3.018 0.0 0.0 0.0 0.39
H 2.821 -0.817 -3.098 0.0 0.0 0.0 0.33
H 0.641 -2.672 0.602 0.0 0.0 0.0 0.35
H 3.374 -5.605 -0.963 0.0 0.0 0.0 0.58
H 4.491 -5.251 1.153 0.0 0.0 0.0 0.37
H 4.856 -3.099 2.115 0.0 0.0 0.0 0.41
H 4.370 -1.054 0.770 0.0 0.0 0.0 0.49
H 3.655 2.354 -1.228 0.0 0.0 0.0 0.35
H 4.443 4.245 0.141 0.0 0.0 0.0 0.41
H 3.819 4.399 2.519 0.0 0.0 0.0 0.38
H 2.623 3.512 4.453 0.0 0.0 0.0 0.39
H 1.151 1.817 5.462 0.0 0.0 0.0 0.40
H 0.337 -0.092 4.093 0.0 0.0 0.0 0.43
H 0.993 -0.302 1.753 0.0 0.0 0.0 0.32
```
Positions in Å, forces in eV/Å.

Properties
- LUMO (spin up / spin down): 0.27 / -1.36 eV
- Maximum force: 0.002 hartree/bohr
- Multiplicity: 2
- ΔE to the lowest compared entry with this formula, charge and spin: 39.0 kcal/mol

***

Number 1: electronic energy -3231.8835 hartree. Number 2: electronic energy -5567.8067 hartree. Number 3: electronic energy -11831.0530 hartree. Number 4: electronic energy -5047.5084 hartree.